1.
{
  "formula": "C18H43B2N4O9",
  "method": "wB97M-V/def2-TZVPD",
  "symbols": ["C", "C", "O", "B", "O", "C", "C", "O", "C", "C", "O", "B", "O", "H", "H", "H", "H", "H", "H", "H", "H", "H", "H", "H", "H", "H", "H", "H", "C", "C", "O", "N", "C", "H", "H", "H", "H", "H", "H", "H", "C", "C", "O", "N", "C", "H", "H", "H", "H", "H", "H", "H", "C", "C", "O", "N", "C", "H", "H", "H", "H", "H", "H", "H", "C", "C", "O", "N", "C", "H", "H", "H", "H", "H", "H", "H"],
  "xyz": [[-1.68170, -1.48087, 1.75384], [-2.62416, -2.13842, 0.76117], [-2.65492, -1.51215, -0.50655], [-1.97988, -0.36421, -0.83390], [-2.79037, 0.75219, -1.10668], [-0.42814, -0.29116, -1.10334], [0.15678, 1.10516, -0.75804], [1.54044, 1.14874, -0.51108], [1.96107, 0.62035, 0.72817], [-0.30593, -0.61089, -2.63464], [0.92682, -1.23793, -2.76214], [1.04693, -2.10913, -1.57125], [0.32877, -1.29383, -0.48030], [-1.67848, -2.05801, 2.68193], [-0.67216, -1.46651, 1.33878], [-2.01241, -0.46801, 2.00341], [-3.64802, -2.13491, 1.15592], [-2.33285, -3.18217, 0.61211], [-2.42342, 1.56213, -0.73826], [-0.37096, 1.52749, 0.12504], [-0.00558, 1.79589, -1.59286], [2.71779, 1.30754, 1.13223], [1.12314, 0.55406, 1.43199], [2.38926, -0.37646, 0.62252], [-0.35434, 0.30154, -3.24395], [-1.14198, -1.26708, -2.94633], [2.20501, -2.30995, -1.23931], [0.41618, -3.18461, -1.74256], [2.76068, -5.23126, -0.59493], [3.51650, -5.02199, -1.88870], [4.14576, -4.00903, -2.09510], [3.42440, -6.00408, -2.84327], [2.68500, -7.23684, -2.77364], [2.92270, -4.34129, 0.00508], [1.69119, -5.32752, -0.78446], [3.10691, -6.11932, -0.06071], [3.92143, -5.78287, -3.69086], [3.33387, -8.11100, -2.88517], [1.90988, -7.29074, -3.54280], [2.19256, -7.31132, -1.80821], [-1.90775, 3.37946, 3.97250], [-0.52924, 2.77289, 3.79050], [-0.16483, 1.82396, 4.46406], [0.27706, 3.33478, 2.85618], [0.00739, 4.47334, 2.00192], [-2.40997, 2.81335, 4.75104], [-1.84722, 4.42829, 4.26733], [-2.49047, 3.32233, 3.05202], [1.16909, 2.87478, 2.74807], [0.05783, 4.19836, 0.94706], [0.74302, 5.25969, 2.18397], [-0.98431, 4.86369, 2.21125], [4.96737, 5.44490, 3.04833], [3.65422, 6.19033, 2.95954], [3.20190, 6.56365, 1.89206], [2.97774, 6.41445, 4.12107], [3.34674, 6.01764, 5.46059], [5.35538, 5.34918, 2.03913], [5.68916, 5.98097, 3.66626], [4.82917, 4.45030, 3.47400], [2.10920, 6.90935, 3.99208], [2.60259, 5.34876, 5.89697], [3.45905, 6.88308, 6.11718], [4.29502, 5.48900, 5.43954], [-4.61535, -1.07547, -3.47884], [-4.03787, -2.21196, -4.29033], [-2.85238, -2.46502, -4.30921], [-4.91977, -2.97240, -5.02053], [-6.35000, -2.82848, -5.11425], [-3.80250, -0.57449, -2.96628], [-5.13277, -0.35760, -4.11886], [-5.32162, -1.44136, -2.73230], [-4.47319, -3.71527, -5.53392], [-6.87366, -3.71992, -4.75787], [-6.67429, -2.63519, -6.14073], [-6.67254, -1.99091, -4.50262]],
  "mulliken_charge": [-0.896, -0.231, -0.697, 0.967, -0.706, 1.462, -1.123, -0.429, -0.487, -1.059, -0.737, 0.907, -0.617, 0.459, 0.087, 0.219, 0.303, 0.318, 0.278, 0.449, 0.141, 0.234, 0.129, 0.155, 0.286, 0.389, -0.327, -0.443, -1.272, 0.802, -0.626, -0.175, -0.822, 0.207, 0.316, 0.492, 0.223, 0.281, 0.271, 0.298, -1.379, 0.868, -0.674, 0.026, -0.765, 0.313, 0.393, 0.334, 0.136, 0.240, 0.134, 0.368, -1.385, 0.873, -0.641, -0.137, -0.832, 0.315, 0.382, 0.351, 0.229, 0.274, 0.287, 0.309, -0.751, 0.792, -0.611, -0.204, -0.861, -0.295, 0.431, 0.351, 0.232, 0.276, 0.280, 0.315],
  "gap_ha": 0.2113,
  "mol_weight_g_mol": 481.2,
  "homo_ev": -3.6,
  "e_tot_ev": -45108.67830,
  "lumo_ev": 2.1,
  "total_charge": -1
}

2.
{
  "formula": "C18H43B3N2O9",
  "method": "wB97M-V/def2-TZVPD",
  "symbols": ["C", "C", "O", "C", "O", "C", "C", "C", "B", "O", "B", "O", "B", "O", "H", "H", "H", "H", "H", "H", "H", "H", "H", "H", "H", "H", "H", "C", "O", "C", "C", "N", "C", "C", "O", "C", "H", "H", "H", "H", "H", "H", "H", "H", "H", "H", "H", "H", "H", "H", "H", "C", "O", "C", "C", "N", "C", "C", "O", "C", "H", "H", "H", "H", "H", "H", "H", "H", "H", "H", "H", "H", "H", "H", "H"],
  "xyz": [[3.52077, 3.51229, 2.05146], [2.11985, 2.66899, 1.92631], [2.02014, 1.56326, 2.91872], [0.88433, 0.69179, 2.57259], [-0.32227, 1.26230, 2.45728], [1.11373, -0.92376, 2.28168], [1.07777, -1.86069, 3.62602], [2.52068, -2.05351, 4.38039], [3.69317, -2.76509, 3.47368], [4.96026, -2.00915, 3.17782], [5.51191, -2.57212, 1.90475], [4.70285, -3.06582, 0.77291], [3.54806, -3.80013, 1.38096], [3.61086, -4.11828, 2.85163], [3.77063, 4.08673, 1.05358], [3.51354, 4.28728, 2.92817], [4.38190, 2.72895, 2.23617], [2.07996, 2.25218, 0.81329], [1.22639, 3.40032, 2.13153], [2.06049, -1.05270, 1.60646], [0.18191, -1.25595, 1.61813], [0.52498, -2.89319, 3.40299], [0.37121, -1.29557, 4.40497], [2.91715, -1.02513, 4.83886], [2.32456, -2.76549, 5.31857], [6.68530, -2.64443, 1.82663], [2.57603, -4.09757, 0.78832], [0.82649, -6.78008, -5.18129], [1.03345, -5.37866, -5.31553], [-0.18675, -4.65763, -5.53030], [-0.47681, -3.74011, -4.33371], [-0.84572, -4.52329, -3.14911], [-0.90337, -3.72698, -1.91785], [0.42377, -3.13363, -1.40356], [1.36021, -4.11750, -0.96138], [2.20042, -4.63173, -1.98808], [1.80529, -7.26176, -5.11524], [0.27228, -7.00112, -4.26510], [0.29728, -7.18007, -6.04913], [-1.03195, -5.32522, -5.73796], [-0.03043, -4.03307, -6.41984], [-1.29816, -3.06226, -4.58871], [0.42046, -3.14203, -4.14384], [-0.16306, -5.26663, -3.01813], [-1.30115, -4.38667, -1.13873], [-1.63435, -2.91934, -2.04731], [0.18573, -2.53418, -0.51773], [0.88283, -2.44125, -2.11802], [2.41634, -3.88953, -2.76430], [1.75555, -5.52727, -2.42451], [3.14948, -4.92909, -1.52856], [-4.17399, 7.41666, -1.01728], [-4.72211, 6.79456, 0.13918], [-5.40831, 5.57277, -0.16296], [-4.67116, 4.38216, 0.46701], [-3.39480, 4.13555, -0.21332], [-2.53807, 3.17052, 0.48537], [-1.99200, 3.58813, 1.86567], [-1.06667, 4.67507, 1.81293], [-1.66971, 5.96271, 1.86617], [-3.75356, 8.37950, -0.71627], [-3.36966, 6.80684, -1.43749], [-4.94755, 7.59183, -1.76836], [-5.54924, 5.43205, -1.24162], [-6.40346, 5.64965, 0.29481], [-5.29883, 3.48796, 0.39253], [-4.51286, 4.60774, 1.52668], [-2.88773, 5.01424, -0.29414], [-1.68204, 2.98125, -0.17178], [-3.07498, 2.21879, 0.58184], [-1.42448, 2.73668, 2.25763], [-2.78692, 3.77840, 2.59539], [-2.58756, 5.97154, 2.46404], [-1.86387, 6.32885, 0.85690], [-0.95442, 6.65010, 2.33111]],
  "mulliken_charge": [-0.970, 0.079, -0.313, 0.075, -0.588, 0.205, -0.618, -0.548, 0.497, -0.554, 0.482, -0.492, 0.789, -0.331, 0.307, 0.278, 0.251, 0.241, 0.055, 0.128, 0.103, 0.328, 0.338, 0.188, 0.283, -0.088, -0.173, -0.730, -0.338, -0.787, -0.194, -0.333, -0.883, 0.120, -0.387, -0.733, 0.241, 0.315, 0.345, 0.400, 0.387, 0.385, 0.188, 0.090, 0.404, 0.405, -0.170, 0.344, 0.326, 0.226, 0.318, -0.731, -0.340, -0.795, -0.178, -0.354, -0.684, -0.278, -0.357, -0.619, 0.240, 0.312, 0.344, 0.406, 0.383, 0.369, 0.201, 0.105, 0.348, 0.373, 0.317, 0.275, 0.286, 0.195, 0.290],
  "gap_ha": 0.3136,
  "mol_weight_g_mol": 464.0,
  "homo_ev": -8.4,
  "e_tot_ev": -42798.97260,
  "lumo_ev": 0.2,
  "smiles": "CCOC(=O)CCCB1OBOBO1.COCCNCCOC.COCCNCCOC"
}

3.
{
  "formula": "C18H43BNO7PS",
  "method": "wB97M-V/def2-TZVPD",
  "symbols": ["C", "C", "S", "C", "P", "C", "C", "C", "C", "C", "N", "C", "C", "C", "C", "C", "O", "C", "C", "C", "O", "O", "B", "O", "O", "H", "H", "H", "H", "H", "H", "H", "H", "H", "H", "H", "H", "H", "H", "H", "H", "H", "H", "H", "H", "H", "H", "H", "H", "H", "H", "H", "H", "H", "H", "H", "H", "H", "H", "H", "H", "H", "O", "C", "C", "O", "H", "H", "H", "H", "H", "H"],
  "xyz": [[-0.21350, -0.26333, 4.55224], [-0.87554, -1.32185, 3.67365], [-1.84913, -0.67848, 2.29630], [-0.68569, -0.34483, 0.95509], [-0.98790, 1.40788, 0.09222], [-2.04625, 0.61693, -1.19735], [-3.16855, -0.29222, -0.65723], [-4.35716, -0.32201, -1.63413], [-5.30535, -1.48400, -1.30912], [-6.06949, -1.31074, -0.00972], [-7.08330, -0.23917, -0.09219], [0.82852, 1.55862, -0.29514], [1.37906, 0.41232, -1.16728], [2.61891, -0.31064, -0.55290], [2.63881, -1.79922, -0.87353], [3.43528, -2.67758, 0.11514], [3.50208, -2.15865, 1.43507], [2.31220, -2.30827, 2.16743], [-1.38318, 3.19256, -0.77064], [-0.86557, 4.37123, -0.03048], [0.31579, 4.58210, 0.24652], [-1.83853, 5.23819, 0.37692], [-1.63788, 2.19039, 1.76379], [-0.75854, 2.57996, 2.72544], [-2.97291, 2.52296, 1.93902], [-0.03473, -0.70294, 5.53576], [-0.88333, 0.57671, 4.70097], [0.75173, 0.06059, 4.17528], [-1.59047, -1.87801, 4.27743], [-0.13926, -2.04677, 3.33576], [-0.74455, -1.18287, 0.25967], [0.33720, -0.33576, 1.32944], [-2.50329, 1.36992, -1.83394], [-1.42292, 0.01626, -1.85860], [-3.53256, 0.02468, 0.31533], [-2.79521, -1.31227, -0.59075], [-4.90637, 0.60959, -1.49318], [-3.98612, -0.40621, -2.65233], [-6.01347, -1.65391, -2.12034], [-4.70170, -2.38950, -1.22207], [-6.59603, -2.24000, 0.21032], [-5.40751, -1.12267, 0.83453], [-7.00158, 0.40881, 0.67305], [-7.01082, 0.25869, -0.96532], [0.91123, 2.48197, -0.85394], [1.38283, 1.69437, 0.62937], [0.63034, -0.34508, -1.38461], [1.68931, 0.85065, -2.11307], [3.48389, 0.18046, -0.99442], [2.61641, -0.12418, 0.51677], [1.62565, -2.20002, -0.93199], [3.08606, -1.93815, -1.85651], [4.45768, -2.77602, -0.22597], [2.94773, -3.65441, 0.16454], [2.11652, -1.38154, 2.70726], [2.39335, -3.12454, 2.88932], [1.44251, -2.51058, 1.53917], [-2.47243, 3.26571, -0.78717], [-1.05269, 3.21108, -1.80736], [-1.39299, 5.84972, 0.97518], [-1.18479, 3.20928, 3.31334], [-3.53396, 1.80737, 1.63777], [6.36559, 0.98008, -2.99238], [6.24296, -0.23905, -3.72642], [6.59589, -1.41765, -2.84536], [5.76677, -1.43982, -1.69342], [7.30019, 1.14243, -2.83559], [5.19920, -0.30100, -4.03199], [6.87352, -0.21268, -4.62037], [6.45494, -2.35730, -3.37981], [7.64535, -1.34783, -2.52917], [5.65770, -0.51980, -1.42337]],
  "mulliken_charge": [-1.060, -0.370, -0.069, -0.912, 1.423, -1.377, -0.175, -0.596, -1.068, -0.426, -0.606, -1.242, -0.957, -0.447, -0.765, -0.790, -0.439, -0.749, -1.879, 0.439, -0.635, -0.439, 0.889, -0.716, -0.690, 0.446, 0.223, 0.230, 0.434, 0.205, 0.575, 0.110, 0.661, 0.564, -0.153, 0.392, 0.374, 0.394, 0.403, 0.420, 0.342, 0.151, 0.251, 0.275, 0.795, 0.591, 0.243, 0.556, 0.215, 0.316, 0.522, 0.369, 0.435, 0.329, 0.302, 0.364, 0.266, 0.455, 0.592, 0.386, 0.280, 0.320, -0.523, -0.496, -0.412, -0.360, 0.313, 0.243, 0.362, 0.353, 0.254, 0.288],
  "gap_ha": 0.3084,
  "mol_weight_g_mol": 459.4,
  "homo_ev": -7.8,
  "e_tot_ev": -55986.82218,
  "lumo_ev": 0.5,
  "smiles": "CCSCP(CCCCCN)(CCCCCOC)(CC(=O)O)B(O)O.OCCO"
}